(1)
Formula: C28H25O2P2STl
Source: the Open Molecules 2025 dataset
Level of theory: ωB97M-V with the def2-TZVPD basis set

As for the HOMO energy (spin up / spin down): -0.067 / -0.167 Ha. As for the charge: -1. As for the energy above the lowest of the compared OMol25 structures with the same formula, charge and spin: 0.2317 eV. Its expectation value of S² is 0.756. For the HOMO-LUMO gap (spin up / spin down), the calculation gives 4.37 / 7.10 eV. The value obtained for the total energy is -2485.82816 Ha. The spin multiplicity is 2.

Each line ends with the Löwdin charge.
Atoms and positions in Å:
1 C -1.5790 0.6356 1.4735  -0.34
2 H 6.6554 3.0311 -2.1695  0.09
3 C 3.0260 -3.0710 1.4374  -0.08
4 C -2.1736 2.3687 3.0371  -0.10
5 H 3.9108 0.8421 0.2641  0.11
6 C 0.8186 1.3952 -0.8440  -0.39
7 H 3.1481 1.3222 -3.9169  0.09
8 C 3.6757 -2.9692 0.2171  -0.08
9 C 4.9452 2.2222 -3.1870  -0.10
10 H -3.7929 -1.5107 0.4724  0.11
11 C 2.0063 -2.1885 1.7466  -0.08
12 C 5.3659 1.9476 -0.8376  -0.09
13 C -6.0487 0.6328 -0.8606  -0.10
14 H -0.9138 -1.1927 2.3419  0.07
15 C -0.6808 1.3267 -1.1225  -0.41
16 P 1.8023 0.0634 -1.7257  1.01
17 H 5.9863 2.1290 0.0301  0.10
18 H -6.2381 -1.2207 0.2006  0.10
19 C 5.7458 2.4556 -2.0736  -0.10
20 S -4.1825 -2.1630 -3.0825  0.39
21 H -5.5460 2.4317 -1.9072  0.09
22 H -0.9697 -0.3358 4.6636  0.10
23 C 1.6240 -1.2208 0.8333  -0.13
24 C 3.3810 0.9968 -1.8164  -0.39
25 H -0.8524 1.1677 -2.1929  0.08
26 H -3.1378 2.1138 -1.6994  0.09
27 C 2.2740 -1.1059 -0.3896  -0.47
28 H 3.3073 -3.8461 2.1360  0.10
29 H 0.8129 -0.5546 1.0806  0.05
30 O -0.9811 -2.9666 1.0177  -0.23
31 C -0.6319 -4.1619 1.0246  -0.66
32 C 3.7790 1.4986 -3.0561  -0.12
33 H 1.2060 2.3427 -1.2376  0.08
34 C 3.3040 -1.9986 -0.6900  -0.12
35 H -1.1351 2.2759 -0.8309  0.06
36 H -1.7916 1.9538 5.1070  0.09
37 C 4.1994 1.2252 -0.7049  -0.09
38 C -2.0944 1.9046 1.7398  -0.09
39 H 1.0272 1.3784 0.2290  0.07
40 H -2.5811 3.3522 3.2319  0.10
41 C -5.5535 -0.4815 -0.1915  -0.10
42 C -5.1691 1.5606 -1.3851  -0.10
43 C -1.2163 -0.1769 2.5461  -0.10
44 H 3.8131 -1.9213 -1.6423  0.11
45 C -1.2767 0.2977 3.8424  -0.08
46 O -0.2529 -4.8266 0.0566  -0.16
47 P -1.5355 -0.0747 -0.2273  0.99
48 C -3.2975 0.2777 -0.5801  -0.41
49 H -2.4563 2.5264 0.9326  0.10
50 H 1.4868 -2.2696 2.6916  0.11
51 H 5.2349 2.6151 -4.1528  0.10
52 H -0.6665 -4.6855 2.0199  0.12
53 C -3.8001 1.3836 -1.2583  -0.10
54 C -1.7417 1.5800 4.0936  -0.10
55 H 4.4654 -3.6618 -0.0371  0.10
56 C -2.9390 -2.1877 -2.1207  -0.90
57 C -4.1929 -0.6484 -0.0436  -0.15
58 H -7.1158 0.7718 -0.9729  0.09
59 Tl -0.4573 -2.5868 -1.5108  0.68


(2)
Formula: C7H11N4
Source: the Open Molecules 2025 dataset
Level of theory: ωB97M-V with the def2-TZVPD basis set

As for the HOMO energy (spin up / spin down): -0.468 / -0.468 Ha. As for the charge: +1. As for the energy above the lowest of the compared OMol25 structures with the same formula, charge and spin: 6.2331 eV. As for the SMILES: C#[N+][C@]12CNC[C@@]1(N=C)[C@@H]2N. For the HOMO-LUMO gap (spin up / spin down), the calculation gives 7.91 / 7.91 eV. The value obtained for the total energy is -491.92314 Ha.

Each line ends with the Löwdin charge.
Atoms and positions in Å:
1 H -0.4194 0.0780 2.7564  0.12
2 H 0.1606 -0.3931 -3.6168  0.08
3 H 2.7732 1.2113 0.3223  0.12
4 C -0.8542 -0.2894 1.8493  -0.05
5 N -0.3215 0.4123 -1.8005  0.09
6 C -1.9736 0.8977 0.0187  -0.06
7 C 0.1054 -0.4164 -2.5676  0.01
8 C 0.1817 -0.3633 0.7040  -0.26
9 C -0.4234 0.5900 -0.4492  -0.27
10 H 0.6006 -1.3087 -2.2521  0.07
11 N 0.7761 -1.4716 0.2974  0.14
12 H 2.1662 0.2955 -0.9455  0.08
13 N 2.0306 1.1211 -0.3649  0.12
14 H -1.8716 1.4501 1.9999  0.10
15 C 1.5306 -2.3793 0.3029  0.30
16 H -2.1981 1.7719 -0.4037  0.09
17 C 0.8140 1.0211 0.2523  -0.21
18 H -1.2821 -1.2716 2.0104  0.12
19 N -1.9940 0.6569 1.4201  -0.02
20 H -2.3806 -0.0523 -0.4461  0.15
21 H 0.6965 1.7714 1.0195  0.17
22 H 1.8832 -3.3316 -0.1067  0.13


(3)
Formula: C19H26N2O2
Source: the Open Molecules 2025 dataset
Level of theory: ωB97M-V with the def2-TZVPD basis set

As for the HOMO energy: -0.324 Ha. As for the charge: 0. As for the energy above the lowest of the compared OMol25 structures with the same formula, charge and spin: 0.9896 eV. As for the SMILES: C=C(C)CNC(=O)[C@H]1CCC(=O)N(CCCc2ccccc2)C1. For the HOMO-LUMO gap, the calculation gives 9.43 eV. The value obtained for the total energy is -999.62779 Ha.

Each line ends with the Löwdin charge.
Atoms and positions in Å:
1 H -2.6034 1.3434 2.3662  0.11
2 H 0.0430 -4.3290 0.8427  0.12
3 H -0.5914 -2.8223 1.5504  0.13
4 H 0.0832 0.6459 0.0953  0.10
5 C -1.8509 1.4881 0.3702  -0.25
6 C -0.4098 1.3537 0.7653  -0.15
7 H 1.6400 -0.5719 -1.4661  0.12
8 C -0.2408 -3.2930 0.6269  -0.14
9 C -1.8420 -1.8944 -0.7583  -0.05
10 C 2.7888 1.7427 -0.9020  -0.47
11 H -3.7772 1.9081 -2.3834  0.10
12 C -4.1863 1.6032 0.9518  -0.09
13 H -1.4222 1.6682 -1.7185  0.12
14 H -4.9607 1.5842 1.7052  0.10
15 C 1.4690 -1.5660 0.9723  -0.47
16 H -1.0502 -1.2758 -1.1786  0.07
17 H 3.0777 -1.5818 -1.6643  0.12
18 H -2.2005 -1.3931 0.1393  0.09
19 H -1.3723 -5.3338 -0.7443  0.06
20 H 1.8268 2.3712 2.1868  0.13
21 C -2.1983 1.6491 -0.9662  -0.05
22 H -5.5560 1.8646 -0.6731  0.10
23 H 2.5587 0.3608 2.0921  0.12
24 C -3.5223 1.7845 -1.3407  -0.09
25 N 2.5000 1.5613 0.4045  -0.05
26 H -0.1884 3.4363 1.2961  0.12
27 H 1.3522 -2.8010 -0.6597  0.14
28 C 0.3164 2.6979 0.6704  -0.15
29 C 1.7762 2.5960 1.1206  -0.13
30 H -2.6540 -1.9498 -1.4773  0.08
31 C -1.7617 -4.3624 -0.9993  0.05
32 C -1.3205 -3.2560 -0.4232  -0.35
33 H -2.5415 -4.3428 -1.7411  0.06
34 C 2.6740 -0.7131 -1.1396  -0.15
35 C 3.0210 0.4119 1.1039  -0.10
36 H 3.5493 -1.6064 0.6239  0.15
37 O 2.4915 2.7435 -1.5243  0.07
38 H 2.2680 3.5567 0.9339  0.13
39 C 2.7309 -0.9183 0.3807  -0.19
40 C -4.5211 1.7607 -0.3817  -0.10
41 O 1.0240 -1.2523 2.0571  0.05
42 C -2.8597 1.4694 1.3237  -0.04
43 H -0.3317 0.9598 1.7803  0.11
44 C 3.4661 0.5360 -1.5278  -0.08
45 H 4.1056 0.5240 1.2362  0.13
46 H 3.4812 0.6707 -2.6094  0.12
47 N 0.9306 -2.5423 0.2170  0.08
48 H 4.4962 0.4599 -1.1736  0.13
49 H 0.2925 3.0532 -0.3602  0.11


(4)
Formula: C36H37F3IrN6O4S4
Source: the Open Molecules 2025 dataset
Level of theory: ωB97M-V with the def2-TZVPD basis set

As for the HOMO energy (spin up / spin down): -0.463 / -0.463 Ha. As for the charge: +2. As for the energy above the lowest of the compared OMol25 structures with the same formula, charge and spin: 2.9956 eV. Its expectation value of S² is 0.757. For the HOMO-LUMO gap (spin up / spin down), the calculation gives 6.09 / 5.21 eV. The value obtained for the total energy is -4019.60878 Ha. The spin multiplicity is 2.

Each line ends with the Löwdin charge.
Atoms and positions in Å:
1 C 2.9979 1.7043 2.4971  -0.06
2 H -6.3509 0.2665 -2.2416  0.09
3 C -2.1692 -3.1223 -3.2350  -0.05
4 H 6.0238 -1.4756 4.0251  0.12
5 H 9.4351 -0.3261 0.7284  0.12
6 C -2.9485 -2.3598 -2.3829  -0.03
7 C -2.0024 4.4869 3.2507  0.00
8 H -2.0222 5.4406 2.7344  0.13
9 C -1.9415 -4.4839 2.4864  -0.21
10 H -1.6462 -2.6887 3.7470  0.10
11 C -0.6662 3.8957 -1.6372  0.04
12 H -0.8009 4.8071 -1.0715  0.13
13 C -1.7164 -2.9899 2.7036  -0.29
14 H 0.9960 2.0848 1.9210  0.10
15 C -0.3872 3.9644 -3.0035  0.03
16 C 4.3635 0.6882 -1.7284  -0.68
17 C -1.4648 -4.7714 1.0645  -0.21
18 S -0.1645 -2.5659 1.8583  1.04
19 H -2.6189 -3.9230 -3.8074  0.12
20 H -2.9096 0.1211 -0.0884  0.07
21 N -4.4028 0.2319 -1.5100  -0.26
22 H -0.1887 -3.4224 -4.0231  0.12
23 C -3.4403 -0.5382 -0.7651  -0.15
24 O 2.0330 1.5556 -0.8703  -0.33
25 H -2.4620 -2.3804 2.1896  0.09
26 H 0.8131 -1.6828 -2.6514  0.08
27 H -0.3096 4.9242 -3.4961  0.14
28 C -1.9387 2.0396 4.5454  -0.08
29 H -5.3216 -0.8834 -3.0928  0.09
30 N -1.0947 1.1485 0.7121  -0.35
31 H -2.4734 5.3235 5.1675  0.12
32 C -0.2283 2.7963 -3.7153  0.03
33 O 2.1964 -0.8242 -1.1249  -0.37
34 H 7.7578 -3.0871 3.2593  0.11
35 H -2.3833 3.1459 6.3305  0.12
36 C -0.7410 2.6677 -1.0410  -0.20
37 C 7.7010 0.4095 1.7685  -0.08
38 C 7.7125 -2.0880 2.8416  -0.12
39 C -1.0487 -1.1102 -1.6953  -0.22
40 C -1.7028 2.1111 3.1871  -0.43
41 O 2.1710 0.5806 -3.1386  -0.24
42 C -0.2861 1.5870 -3.0375  -0.08
43 F 4.7829 0.8418 -0.4774  0.16
44 C 8.6469 -0.5535 1.4363  -0.12
45 C -0.2497 -1.8593 -2.5661  -0.11
46 H 3.1551 2.7133 2.8550  0.12
47 C 4.0325 0.7613 2.5437  -0.50
48 S 5.5584 1.3237 3.1651  1.09
49 H -1.4254 -5.8389 0.8554  0.13
50 H -0.0355 2.8036 -4.7784  0.14
51 H 2.2770 -1.7799 1.2181  0.09
52 Ir 0.1304 0.0323 -0.4742  1.54
53 C -2.4267 -1.3153 -1.6129  -0.18
54 H -2.9899 -4.7392 2.6315  0.13
55 N 8.6537 -1.7804 1.9512  0.08
56 H -5.8835 -1.2399 -1.4469  0.09
57 H 0.6750 -4.7417 1.4941  0.11
58 H -0.1568 0.6443 -3.5448  0.12
59 H 4.4875 -1.3043 2.0763  0.11
60 H -1.4780 4.3396 0.7442  0.15
61 H -1.3567 -5.0629 3.2038  0.12
62 F 4.6652 1.7634 -2.4300  0.18
63 H -2.1306 -4.3049 0.3350  0.12
64 C 3.7447 -0.5218 2.0824  -0.04
65 C -1.7215 3.3337 2.5500  -0.22
66 C -2.2507 4.4204 4.6170  -0.04
67 H -4.8134 1.9949 -2.5154  0.09
68 C -2.2085 3.2011 5.2650  -0.04
69 H -3.3426 1.1986 -3.0939  0.09
70 H -1.9135 1.0771 5.0437  0.12
71 H 0.2659 -3.9263 -0.0347  0.10
72 C 2.4947 -0.7844 1.5753  -0.16
73 C -0.8137 -2.8567 -3.3446  -0.05
74 H -4.0056 -2.5786 -2.2965  0.11
75 C -5.5353 -0.4447 -2.1070  -0.09
76 H 7.7338 1.3980 1.3305  0.11
77 C 6.7309 -1.1979 3.2542  -0.09
78 N -1.4346 3.4204 1.1513  0.17
79 S -1.4049 0.5855 2.3213  1.07
80 C -3.9523 1.4094 -2.1952  -0.08
81 F 4.9267 -0.3844 -2.2558  0.18
82 S 2.5363 0.4853 -1.7582  0.56
83 C -1.0990 2.4060 0.3656  -0.33
84 C -0.0788 -4.1442 0.9768  -0.28
85 N 1.5000 0.1183 1.4944  -0.07
86 H -4.0013 -1.2626 -0.1699  0.13
87 C 1.7876 1.3473 1.9662  -0.15
88 H -3.3534 2.0224 -1.5176  0.07
89 N -0.5300 1.5319 -1.7273  -0.04
90 C 6.7211 0.0676 2.6857  -0.52
91 O -0.6682 -1.5515 0.7946  -0.71


(5)
Formula: C3H6N
Source: the Open Molecules 2025 dataset
Level of theory: ωB97M-V with the def2-TZVPD basis set

As for the HOMO energy: -0.576 Ha. As for the charge: +1. As for the energy above the lowest of the compared OMol25 structures with the same formula, charge and spin: 0.6346 eV. As for the SMILES: C=C[NH+]=C. For the HOMO-LUMO gap, the calculation gives 9.63 eV. The value obtained for the total energy is -172.33529 Ha.

Each line ends with the Löwdin charge.
Atoms and positions in Å:
1 H -1.9387 1.2522 -1.1594  0.09
2 H 0.6817 1.7222 -0.6544  0.13
3 N 0.7874 0.0214 0.5101  0.06
4 H -1.8041 -0.0347 0.0593  0.09
5 C -1.2557 0.6697 -0.5571  0.09
6 H -0.2543 -1.6568 0.0134  0.12
7 H 1.3628 -1.8739 1.0090  0.13
8 C 0.0084 0.9420 -0.3312  -0.09
9 H 1.7800 0.2211 0.6171  0.17
10 C 0.6325 -1.2634 0.4932  0.20


(6)
Formula: C4H8S
Source: the Open Molecules 2025 dataset
Level of theory: ωB97M-V with the def2-TZVPD basis set

As for the HOMO energy: -0.315 Ha. As for the charge: 0. As for the energy above the lowest of the compared OMol25 structures with the same formula, charge and spin: 5.5130 eV. For the HOMO-LUMO gap, the calculation gives 9.20 eV. The value obtained for the total energy is -555.16733 Ha.

Each line ends with the Löwdin charge.
Atoms and positions in Å:
1 H 2.3831 -0.6939 0.8880  0.19
2 H -1.4104 0.1312 1.5277  0.09
3 C -0.8867 -0.0165 0.5897  -0.70
4 H 0.3327 -1.7908 0.9906  0.00
5 H -0.2626 1.4008 -1.3285  0.11
6 C 1.5174 -0.5712 -0.3180  -0.15
7 H -2.0021 1.5647 -0.2424  0.11
8 H 1.6493 -1.5330 -1.2657  0.14
9 H -0.4640 2.0106 0.3791  0.07
10 S -1.5210 -1.3219 -0.3352  0.82
11 C -0.8787 1.2080 -0.2903  -0.23
12 H 1.3072 0.7414 -0.8768  0.15
13 C 0.2358 -1.1295 0.2817  -0.60